# 1
{"formula": "C13H17ClN3OPd", "method": "ωB97M-V with the def2-TZVPD basis set", "elements": ["H", "N", "H", "H", "H", "C", "C", "H", "H", "H", "C", "C", "H", "H", "H", "Cl", "C", "C", "C", "N", "O", "C", "Pd", "H", "C", "C", "H", "H", "N", "H", "H", "C", "C", "H", "H", "C"], "xyz": [[-11.451, 20.097, -11.625], [-14.695, 24.947, -17.651], [-17.529, 25.239, -15.746], [-14.575, 25.505, -19.649], [-11.866, 21.069, -13.063], [-17.406, 25.848, -17.887], [-13.428, 27.917, -13.047], [-15.236, 24.461, -15.686], [-10.605, 21.585, -11.948], [-12.441, 25.985, -12.773], [-12.678, 29.624, -11.737], [-14.188, 23.845, -11.419], [-13.809, 24.846, -11.215], [-14.512, 23.508, -10.435], [-15.086, 24.141, -11.961], [-12.595, 24.150, -15.047], [-12.651, 21.889, -11.234], [-16.583, 25.899, -18.956], [-11.632, 27.493, -11.540], [-13.536, 29.214, -12.695], [-12.971, 21.693, -10.045], [-12.526, 27.025, -12.495], [-12.434, 24.330, -17.574], [-12.949, 23.106, -12.890], [-15.603, 24.920, -16.593], [-11.666, 28.845, -11.229], [-10.910, 29.253, -10.574], [-12.769, 30.681, -11.537], [-13.187, 22.866, -11.938], [-16.821, 26.465, -19.845], [-18.440, 26.151, -17.957], [-16.956, 25.283, -16.660], [-11.582, 21.107, -12.011], [-14.181, 27.514, -13.709], [-10.892, 26.830, -11.116], [-15.263, 25.390, -18.825]], "e_tot_ev": -36267.0101, "charge": 1, "s_squared": 2.033, "multiplicity": 3, "lumo_ha": [-0.1163, -0.3080]}

# 2
{"formula": "C13H17F", "method": "ωB97M-V with the def2-TZVPD basis set", "elements": ["H", "H", "H", "H", "C", "H", "C", "C", "H", "H", "C", "C", "C", "H", "H", "H", "H", "H", "C", "F", "C", "C", "C", "C", "H", "H", "C", "H", "H", "H", "C"], "xyz": [[-1.436, -1.787, 1.311], [3.218, -1.432, -0.872], [1.168, -2.044, 2.060], [-3.811, 1.745, -1.184], [2.117, 1.129, -1.427], [0.399, 1.576, 1.751], [1.411, -0.800, 0.202], [1.263, 0.625, -0.309], [2.356, 0.511, -2.199], [1.719, 2.045, -1.876], [-1.978, -1.008, 0.722], [1.001, 1.718, 0.830], [-1.301, -0.172, -0.054], [0.290, 2.537, 0.376], [1.632, -1.933, -1.768], [1.158, -0.309, 2.330], [3.036, 1.535, -0.978], [-3.843, -1.540, 1.475], [0.120, -0.238, -0.201], [0.058, -0.645, -2.479], [1.591, -1.110, 1.670], [-3.286, -0.789, 0.928], [-3.360, 0.964, -0.697], [-1.979, 0.778, -0.812], [-1.494, 1.569, -1.351], [2.300, -2.668, -0.326], [-4.034, 0.173, 0.211], [1.947, 2.129, 1.157], [-5.133, 0.295, 0.351], [2.692, -1.129, 1.876], [2.178, -1.725, -0.715]], "relative_energy_ev": 2.697, "e_tot_ev": -16469.5011, "lumo_ha": [-0.0372, -0.0372]}